Entry 1:
Entry from the OMol25 dataset: a structure of composition C36H41BBiN12O4SeSi at a distorted geometry (ωB97M-V/def2-TZVPD).

Last column: Löwdin charge in e.
Positions of all 97 atoms, in Å:
Bi: 0.5250 -0.0633 0.1011  1.74
C: -0.9767 -1.3338 3.3977  -0.04
C: -0.8260 -2.2471 2.2253  -0.33
C: -1.5228 -3.4247 1.9738  0.01
C: -1.0031 -3.9136 0.7911  -0.02
N: -0.0375 -3.0921 0.3714  0.03
N: 0.0706 -2.0449 1.2432  -0.08
B: 0.9314 -3.3817 -0.8397  -0.65
N: 0.4644 -2.5964 -2.0890  0.05
C: 0.0484 -3.0043 -3.3037  -0.03
C: -0.2955 -1.8998 -4.0438  0.00
C: -0.0805 -0.8039 -3.2061  -0.34
C: -0.3409 0.6302 -3.5214  -0.02
N: 0.3960 -1.2284 -2.0313  -0.03
N: 2.3476 -2.8718 -0.4692  0.01
C: 3.5424 -3.4536 -0.6762  -0.05
C: 4.5278 -2.5712 -0.2864  -0.01
C: 3.8421 -1.4296 0.1548  -0.35
C: 4.3974 -0.1538 0.7057  -0.03
N: 2.5291 -1.6275 0.0344  -0.04
N: 0.9694 -4.8957 -1.0084  -0.02
C: 1.4864 -5.7453 -0.0793  -0.10
C: 1.0396 -7.0045 -0.3617  -0.02
C: 0.2118 -6.8453 -1.5008  -0.35
C: -0.5758 -7.8931 -2.2226  -0.03
N: 0.1669 -5.5793 -1.8723  0.12
H: -1.2251 -1.9122 4.2863  0.09
H: -1.7842 -0.6256 3.2120  0.04
H: -0.0633 -0.7653 3.5777  0.07
H: -2.3035 -3.8629 2.5770  0.11
H: -1.2625 -4.8021 0.2313  0.14
H: 0.0137 -4.0537 -3.5351  0.10
H: -0.6917 -1.8755 -5.0465  0.11
H: -1.3602 0.7363 -3.8923  0.10
H: 0.3444 0.9764 -4.2966  0.08
H: -0.2409 1.2702 -2.6460  0.03
H: 3.6135 -4.4514 -1.0837  0.13
H: 5.5966 -2.7299 -0.3077  0.11
H: 5.3852 0.0395 0.2892  0.08
H: 4.5074 -0.2260 1.7923  0.08
H: 3.7428 0.6925 0.4800  0.03
H: 2.1302 -5.3889 0.7126  0.13
H: 1.2679 -7.9208 0.1627  0.10
H: -0.0199 -8.8286 -2.2724  0.07
H: -0.8088 -7.5624 -3.2331  0.08
H: -1.5155 -8.0863 -1.7036  0.08
N: 1.6646 3.6226 -1.0426  0.13
C: 1.7582 3.6520 0.3497  -0.35
C: 1.2542 4.7898 0.9983  -0.03
C: 1.3512 4.8679 2.3669  -0.07
C: 1.9583 3.8271 3.0700  -0.09
C: 2.4185 2.7509 2.3444  -0.17
N: 2.3261 2.6481 1.0082  0.07
C: 2.1564 2.7060 -1.9754  -0.31
C: 2.3848 3.1660 -3.2774  -0.01
C: 2.9305 2.3049 -4.2009  -0.06
C: 3.2230 0.9975 -3.8252  -0.06
C: 2.9160 0.6174 -2.5378  -0.14
N: 2.3863 1.4476 -1.6164  0.05
H: 1.3427 4.4836 -1.4456  0.13
H: 0.7792 5.5785 0.4256  0.12
H: 0.9555 5.7291 2.8932  0.12
H: 2.0674 3.8622 4.1464  0.11
H: 2.8866 1.9057 2.8442  0.11
H: 2.1522 4.1924 -3.5374  0.12
H: 3.1372 2.6458 -5.2076  0.11
H: 3.6623 0.2938 -4.5210  0.11
H: 3.0909 -0.4013 -2.2062  0.10
O: -6.5646 2.9808 -0.3140  -0.03
C: -5.6030 3.7166 -0.0117  -0.67
O: -5.5009 4.8124 0.5954  -0.06
C: -4.2063 3.1365 -0.4501  -0.09
C: -3.1148 3.9910 -0.5999  -0.02
C: -1.8871 3.4530 -0.9233  -0.18
N: -1.6965 2.1299 -1.0939  0.00
C: -2.7603 1.3184 -0.9841  -0.24
C: -4.0327 1.7722 -0.6672  0.05
C: -2.4448 -0.1529 -1.1326  -0.57
O: -1.6055 -0.5435 -0.1876  -0.32
O: -2.9136 -0.8480 -2.0063  0.11
H: -3.2386 5.0549 -0.4350  0.12
H: -1.0023 4.0821 -1.0272  0.09
H: -4.8647 1.0857 -0.5704  0.13
C: -2.5793 4.2510 3.1642  -0.20
Si: -2.2718 2.4367 3.4060  0.26
C: -1.2497 2.1164 4.9317  -0.21
C: -3.8730 1.5127 3.4292  -0.19
Se: -0.8557 1.8036 1.6199  0.59
H: -2.7617 4.7407 4.1262  0.04
H: -3.4531 4.4029 2.5237  0.03
H: -1.7147 4.7225 2.6853  0.01
H: -1.6383 2.7124 5.7641  0.04
H: -0.2041 2.3990 4.7642  0.01
H: -1.2741 1.0615 5.2206  0.03
H: -4.4983 1.9414 4.2212  0.05
H: -3.7529 0.4442 3.6284  0.03
H: -4.4037 1.6298 2.4794  0.04

Calculated values
frontier orbital gap (alpha / beta)	6.717 / 4.738	eV
HOMO (alpha / beta)	-7.32 / -7.32	eV
LUMO energy (alpha / beta)	-0.61 / -2.58	eV
energy relative to the best compared isomer or geometry (same formula, charge and spin)	53.0	kJ/mol
2S+1	2

***

Entry 2:
Entry from the OMol25 dataset: a cluster of 7 separate species, C36H41Br2N8O9P4S2 in total at a distorted geometry (ωB97M-V/def2-TZVPD).

Last column: Löwdin charge in e.
Positions of all 102 atoms, in Å:
N: -2.5468 3.4241 4.6849  0.09
C: -1.7553 2.2219 4.8407  -0.49
O: -1.1201 2.0319 5.8437  0.10
C: -1.6913 1.2122 3.7038  -0.07
C: -0.4349 1.5636 2.8919  -0.12
N: -0.0935 0.6281 1.7990  -0.02
C: -0.2284 1.1675 0.5080  -0.17
C: -1.2272 0.8201 -0.3957  -0.41
C: -1.3008 1.3323 -1.6811  -0.14
C: -0.3263 2.2322 -2.0982  -0.52
P: -0.3550 2.8812 -3.8197  0.83
P: -2.3470 3.6276 -4.1690  0.24
O: -2.4250 4.5148 -5.3352  -0.34
O: -3.4262 2.4168 -4.3697  -0.20
O: -2.8032 4.4363 -2.8468  -0.17
C: 0.6994 2.6476 -1.2292  -0.42
P: 1.8801 3.8443 -1.9919  0.55
O: 3.0978 4.0380 -0.9417  -0.41
Br: 0.7845 5.8763 -1.9278  0.17
C: 0.7362 2.1069 0.0670  -0.13
C: 1.8476 2.4680 1.0340  -0.12
C: 1.6592 3.9208 1.5491  -0.14
C: 2.7948 4.3818 2.4270  -0.21
C: 3.5175 5.5142 2.0405  -0.05
C: 4.5571 5.9967 2.8269  -0.11
C: 4.9042 5.3600 4.0130  -0.11
C: 4.1771 4.2339 4.3885  -0.09
C: 3.1288 3.7416 3.6190  -0.02
S: -2.4945 -0.3416 0.0677  1.01
C: -1.6249 -1.2838 1.3039  -0.41
C: -2.0140 -2.6093 1.5530  -0.33
P: -3.3568 -3.3804 0.6375  0.19
O: -2.9083 -3.3985 -0.9125  -0.30
O: -3.4651 -4.9253 1.0873  -0.22
S: -5.0056 -2.4106 0.9029  0.27
C: -1.3403 -3.3331 2.5273  -0.15
C: -0.2944 -2.7540 3.2362  -0.58
Br: 0.5422 -3.8385 4.5606  0.77
C: 0.1078 -1.4557 2.9564  -0.08
C: 1.3060 -0.8474 3.7165  -0.73
O: 1.3077 -0.8861 4.9540  -0.05
O: 2.2087 -0.3415 3.0070  -0.05
C: -0.5644 -0.6936 1.9779  -0.19
H: -1.8817 4.1767 4.5080  0.08
H: -2.8790 3.6295 5.6255  0.08
H: -1.6571 0.2370 4.1869  0.13
H: -2.5804 1.3295 3.0779  0.12
H: -0.5828 2.5512 2.4550  0.12
H: 0.4193 1.6212 3.5772  0.12
H: -2.0934 1.0071 -2.3464  0.09
H: -0.2058 1.7701 -4.6808  -0.06
H: -4.2325 2.6589 -3.8932  0.07
H: -2.3705 4.0133 -2.0841  0.06
H: 3.8550 4.4955 -1.3528  -0.01
H: 1.8669 1.8248 1.9154  0.09
H: 2.8195 2.3560 0.5534  0.11
H: 0.7349 4.0091 2.1308  0.11
H: 1.5130 4.5621 0.6813  0.05
H: 3.2458 6.0144 1.1168  0.10
H: 5.0996 6.8881 2.5231  0.09
H: 5.6890 5.7071 4.6744  0.09
H: 4.4141 3.7025 5.3052  0.10
H: 2.5738 2.8739 3.9628  0.12
H: -2.2118 -4.0758 -0.9880  0.06
H: -4.2807 -5.2926 0.7215  0.07
H: -1.6019 -4.3589 2.7571  0.08
C: -1.3666 -7.6385 -0.1191  -0.07
C: -0.7327 -6.3395 0.0835  -0.27
N: -0.2268 -5.3198 0.2445  0.17
H: -1.3930 -8.1873 0.8203  0.09
H: -2.3845 -7.5022 -0.4793  0.08
H: -0.8054 -8.2149 -0.8501  0.04
C: -6.8598 -2.1286 -3.4436  -0.06
C: -5.6134 -2.5096 -2.7837  -0.24
N: -4.6315 -2.8110 -2.2631  0.14
H: -7.0643 -1.0730 -3.2738  0.08
H: -6.7775 -2.3071 -4.5152  0.06
H: -7.6857 -2.7173 -3.0483  0.08
C: 7.3068 4.6909 -1.1499  -0.05
C: 6.1443 4.4245 -1.9906  -0.23
N: 5.2218 4.2159 -2.6454  0.16
H: 8.0727 3.9395 -1.3314  0.08
H: 7.7098 5.6754 -1.3789  0.08
H: 7.0158 4.6582 -0.1008  0.09
C: -3.9120 -2.0064 -6.7589  -0.06
C: -5.2913 -2.1044 -7.2324  -0.29
N: -6.3806 -2.1805 -7.5907  0.12
H: -3.7516 -1.0386 -6.2865  0.08
H: -3.7136 -2.7930 -6.0329  0.08
H: -3.2257 -2.1116 -7.5969  0.08
C: 2.2378 -10.4731 -0.8065  -0.06
C: 0.8231 -10.5645 -1.1581  -0.28
N: -0.2898 -10.6334 -1.4360  0.13
H: 2.4496 -9.4943 -0.3795  0.08
H: 2.4872 -11.2413 -0.0773  0.08
H: 2.8487 -10.6134 -1.6959  0.08
C: 3.4839 -0.9587 -0.7533  -0.04
C: 3.0547 0.1661 -1.5795  -0.22
N: 2.7134 1.0737 -2.1972  0.16
H: 3.7230 -1.8120 -1.3860  0.08
H: 4.3649 -0.6785 -0.1796  0.09
H: 2.6872 -1.2340 -0.0615  0.09

Calculated values
frontier orbital gap	6.768	eV
HOMO	-5.22	eV
LUMO energy	1.55	eV
charge	-1

***

Entry 3:
Entry from the OMol25 dataset: a structure of composition C36H41BrGeNO2Ru (ωB97M-V/def2-TZVPD).

Last column: Löwdin charge in e.
Positions of all 83 atoms, in Å:
Ru: -0.8128 -0.6713 0.1170  0.94
N: 1.1506 3.1384 0.1434  0.15
C: 0.1834 2.2265 -0.1676  -0.61
O: 0.3747 1.3908 -1.0399  -0.05
C: -1.1170 2.2974 0.6040  -0.25
C: -1.9978 1.1109 0.2232  -0.31
H: 2.0714 2.9517 -0.2167  0.10
H: 1.0723 3.6647 0.9945  0.09
H: -1.5666 3.2816 0.3904  0.10
H: -0.8731 2.2948 1.6718  0.10
H: -2.3708 1.2749 -0.7947  0.03
H: -2.8765 1.0775 0.8671  0.01
C: 5.1533 -5.7170 1.2537  -0.05
C: 5.4597 -4.3400 0.6470  -0.56
C: 6.2616 -3.5354 1.6703  -0.08
C: 6.3382 -4.5279 -0.5984  -0.06
C: 4.1530 -3.6448 0.2672  -0.20
C: 3.7086 -2.4829 0.8737  -0.10
C: 2.5073 -1.9113 0.4903  -0.55
Br: 1.9457 -0.3088 1.3635  0.76
C: 1.6743 -2.4304 -0.5170  -0.41
O: 0.5717 -1.8734 -0.9117  -0.29
C: 2.1182 -3.6562 -1.1096  -0.09
C: 3.3256 -4.2031 -0.7136  0.00
C: 1.2153 -4.3439 -2.1373  -0.53
C: -0.1412 -4.6934 -1.4990  -0.04
C: 1.8163 -5.6525 -2.6600  -0.08
C: 1.0001 -3.4155 -3.3426  -0.05
H: 6.0788 -6.2402 1.5148  0.08
H: 4.5974 -6.3402 0.5509  0.08
H: 4.5474 -5.6107 2.1556  0.09
H: 7.2035 -4.0466 1.8844  0.08
H: 5.7175 -3.4280 2.6108  0.08
H: 6.4958 -2.5364 1.2960  0.09
H: 7.2965 -4.9807 -0.3257  0.08
H: 6.5322 -3.5668 -1.0789  0.09
H: 5.8579 -5.1769 -1.3323  0.07
H: 4.2818 -1.9956 1.6503  0.08
H: 3.6443 -5.1303 -1.1717  0.09
H: -0.0041 -5.3792 -0.6580  0.09
H: -0.7833 -5.1855 -2.2392  0.08
H: -0.6417 -3.7998 -1.1380  0.05
H: 1.9560 -6.3835 -1.8594  0.08
H: 2.7780 -5.4918 -3.1540  0.08
H: 1.1351 -6.0875 -3.3952  0.08
H: 0.5370 -2.4806 -3.0298  0.07
H: 0.3557 -3.9073 -4.0786  0.08
H: 1.9555 -3.1899 -3.8241  0.08
C: -1.8228 -1.6430 1.0181  -0.43
Ge: -3.4210 -2.6406 0.7871  0.88
C: -4.8346 -1.5140 1.5538  -0.27
C: -4.5610 -0.7936 2.7173  -0.12
C: -5.5233 0.0234 3.2944  -0.10
C: -6.7768 0.1424 2.7079  -0.11
C: -7.0565 -0.5521 1.5398  -0.10
C: -6.0901 -1.3715 0.9685  -0.10
C: -3.3020 -4.3430 1.7764  -0.26
C: -3.3652 -4.3494 3.1698  -0.11
C: -3.2463 -5.5307 3.8885  -0.10
C: -3.0529 -6.7336 3.2209  -0.11
C: -2.9776 -6.7443 1.8356  -0.10
C: -3.1043 -5.5578 1.1222  -0.11
C: -3.8590 -3.1149 -1.0554  -0.28
C: -3.0944 -2.6637 -2.1280  -0.11
C: -3.4140 -3.0404 -3.4262  -0.09
C: -4.5073 -3.8616 -3.6661  -0.10
C: -5.2816 -4.3111 -2.6034  -0.10
C: -4.9538 -3.9425 -1.3051  -0.14
H: -3.5692 -0.8453 3.1553  0.09
H: -5.2892 0.5791 4.1946  0.10
H: -7.5272 0.7852 3.1520  0.09
H: -8.0259 -0.4508 1.0662  0.09
H: -6.3182 -1.8942 0.0453  0.09
H: -3.5093 -3.4176 3.7072  0.09
H: -3.2995 -5.5123 4.9706  0.09
H: -2.9551 -7.6566 3.7796  0.09
H: -2.8155 -7.6758 1.3064  0.10
H: -3.0362 -5.5813 0.0397  0.09
H: -2.2489 -2.0091 -1.9302  0.07
H: -2.8033 -2.6904 -4.2501  0.10
H: -4.7567 -4.1539 -4.6793  0.09
H: -6.1347 -4.9545 -2.7839  0.09
H: -5.5502 -4.3209 -0.4798  0.10

Calculated values
frontier orbital gap (alpha / beta)	5.711 / 5.889	eV
HOMO (alpha / beta)	-3.09 / -3.26	eV
LUMO energy (alpha / beta)	2.62 / 2.63	eV
charge	-1
energy relative to the best compared isomer or geometry (same formula, charge and spin)	25.0	kJ/mol